# 1
Formula: C6H6O2Zn
Source: OMol25
Level of theory: the ωB97M-V functional and the def2-TZVPD basis

As for the net charge: +2. The HOMO energy is -0.6441 Ha. For the HOMO-LUMO gap, the calculation gives 6.0 eV. Its spin multiplicity is 1.

Last column: Mulliken charge in e.
Atoms and positions in Å:
O -1.308 -1.374 -0.016  -0.48
C -0.608 -0.922 -0.921  0.33
C 0.609 -0.114 -0.740  0.14
C 1.420 -0.023 -1.818  -0.73
Zn -0.771 -1.576 1.766  0.95
H -0.773 -1.331 -1.932  0.42
H 2.340 0.561 -1.799  0.32
H 1.157 -0.505 -2.761  0.28
C 1.116 0.190 0.772  1.19
O 0.531 -0.275 1.746  -0.48
C 0.503 2.756 0.345  -0.60
C 1.349 1.733 0.521  -0.30
H 0.832 3.777 0.540  0.30
H -0.448 2.664 -0.180  0.27
H 2.395 1.961 0.744  0.40

# 2
Formula: C6H6O3
Source: OMol25
Level of theory: the ωB97M-V functional and the def2-TZVPD basis

The HOMO energy is -0.3095 Ha. For the HOMO-LUMO gap, the calculation gives 9.0 eV. Its spin multiplicity is 1.

Last column: Mulliken charge in e.
Atoms and positions in Å:
C -1.284 -0.214 0.109  0.37
C -1.246 1.080 0.242  -0.46
C -0.111 1.885 0.009  -0.91
C 0.994 1.151 -0.121  -0.23
C 1.149 -0.238 -0.060  0.61
C -0.051 -1.023 -0.030  0.45
H -2.387 -1.747 -0.432  0.35
H -2.143 1.620 0.404  0.37
H -0.135 2.939 0.186  0.39
H 1.979 1.778 -0.273  0.08
H 3.129 -0.256 0.175  0.31
H 0.416 -2.968 -0.237  0.33
O -2.513 -0.742 -0.207  -0.54
O 2.409 -0.901 -0.005  -0.54
O -0.206 -2.367 0.241  -0.56

# 3
Formula: C6H6O3PS
Source: OMol25
Level of theory: the ωB97M-V functional and the def2-TZVPD basis

As for the net charge: -1. The HOMO energy is -0.1227 Ha. For the HOMO-LUMO gap, the calculation gives 6.4 eV. Its spin multiplicity is 1.

Last column: Mulliken charge in e.
Atoms and positions in Å:
C 1.186 -1.040 0.782  -0.50
C 1.990 0.095 0.866  -0.33
C 0.141 -1.121 -0.101  -0.19
C 1.836 1.072 -0.082  -0.22
C -0.063 -0.054 -1.038  -0.18
C 0.846 0.996 -1.012  -0.42
O -1.416 0.301 1.581  -0.60
O -2.364 1.805 -0.313  -0.64
O -2.875 -0.587 -0.504  -0.28
P -1.956 0.512 0.213  1.00
S -2.760 -2.259 -0.529  -0.53
H 1.476 -1.718 1.551  0.34
H 2.658 0.252 1.728  0.33
H -0.608 -1.887 -0.079  0.07
H 2.423 1.956 0.098  0.33
H -0.887 -0.227 -1.699  0.61
H 0.375 1.902 -1.461  0.21

# 4
Formula: C6H6O3Rb
Source: OMol25
Level of theory: the ωB97M-V functional and the def2-TZVPD basis

As for the net charge: -1. The HOMO energy is -0.0887 Ha. For the HOMO-LUMO gap, the calculation gives 2.4 eV. Its spin multiplicity is 1.

Last column: Mulliken charge in e.
Atoms and positions in Å:
C 2.731 -1.702 0.322  -1.38
C 2.195 -0.515 0.029  0.38
C 0.707 -0.357 -0.127  -0.30
C 0.073 0.562 0.932  -0.50
O -1.291 0.656 0.818  -0.87
Rb -4.939 -0.324 -0.151  0.85
H 2.800 0.400 -0.042  0.18
H 0.223 -1.347 -0.065  0.27
H 0.455 0.052 -1.122  0.24
H 0.567 1.559 0.847  0.17
H 0.388 0.174 1.930  0.18
O 4.225 -1.525 0.808  0.20
H 4.651 -0.884 0.214  0.39
C 4.777 -1.270 2.098  -1.19
C 4.166 -1.140 3.214  0.98
O 3.746 -0.915 4.323  -0.61

# 5
Formula: C6H6O4S
Source: OMol25
Level of theory: the ωB97M-V functional and the def2-TZVPD basis

The HOMO energy is -0.3585 Ha. For the HOMO-LUMO gap, the calculation gives 8.2 eV. Its spin multiplicity is 1.

Last column: Mulliken charge in e.
Atoms and positions in Å:
C -0.890 -2.016 -0.657  -0.48
O -0.125 -2.144 0.607  -0.34
C 1.081 -1.256 0.564  -0.49
C 0.521 0.287 0.593  0.23
C 0.172 1.214 -0.553  0.24
S 0.308 0.826 -2.381  -0.20
C -0.358 2.530 0.268  0.55
O -1.273 3.357 -0.244  -0.50
O 0.330 2.499 1.569  -0.25
C 0.239 1.070 2.017  0.26
O 0.006 0.594 3.245  -0.49
H -1.577 -1.043 -0.677  0.20
H -0.170 -1.949 -1.597  0.21
H -1.595 -2.938 -0.823  0.25
H 1.646 -1.424 1.595  0.28
H 1.793 -1.500 -0.335  0.33
H -0.106 1.895 -3.190  0.20

# 6
Formula: C6H6OS
Source: OMol25
Level of theory: the ωB97M-V functional and the def2-TZVPD basis

The HOMO energy is -0.3293 Ha. For the HOMO-LUMO gap, the calculation gives 9.2 eV. Its spin multiplicity is 1.

Last column: Mulliken charge in e.
Atoms and positions in Å:
C 1.725 0.305 0.332  0.44
C 0.218 0.446 0.649  -0.05
C -0.562 -0.930 0.847  -0.59
C -1.689 -0.743 0.139  -0.30
C -1.637 0.395 -0.842  -0.40
C -0.419 1.029 -0.761  -0.55
H 3.238 -0.980 -0.663  0.17
H -0.262 1.086 1.591  0.39
H -0.266 -1.457 1.773  0.38
H -2.458 -1.575 0.083  0.32
H -2.451 0.615 -1.512  0.44
H 0.108 1.814 -1.260  0.47
O 2.580 1.166 0.243  -0.54
S 1.874 -1.170 -0.619  -0.18